No. 1
{
  "formula": "C21H23F27GaO4",
  "method": "ωB97M-V/def2-TZVPD",
  "e_tot_ha": -5736.10017,
  "e_lumo_ev": 1.66,
  "spin_multiplicity": 1,
  "homo_lumo_gap_ev": 6.05,
  "total_charge": -1,
  "e_homo_ev": -4.39,
  "symbols": ["C", "C", "Ga", "C", "C", "O", "C", "C", "F", "F", "F", "H", "H", "H", "H", "H", "H", "H", "H", "H", "H", "H", "C", "C", "C", "F", "F", "F", "F", "O", "C", "C", "F", "F", "F", "F", "H", "H", "H", "H", "C", "C", "C", "F", "F", "F", "F", "O", "C", "C", "F", "F", "F", "F", "H", "H", "H", "H", "C", "C", "C", "F", "F", "F", "F", "O", "C", "C", "F", "F", "F", "F", "H", "H", "H", "H"],
  "coordinates": [[1.81, 5.05, -0.46], [1.13, 6.20, -0.43], [-0.04, 6.76, 1.14], [-1.96, 6.19, 0.75], [-2.74, 7.21, -0.08], [-3.73, 6.63, -0.95], [-4.81, 6.07, -0.29], [-4.88, 4.55, -0.44], [-4.29, 3.89, 0.60], [-4.31, 4.10, -1.56], [-6.19, 4.15, -0.41], [2.15, 4.55, 0.44], [2.02, 4.56, -1.41], [1.24, 6.83, -1.32], [0.50, 6.01, 2.47], [0.05, 8.36, 1.43], [-1.98, 5.26, 0.19], [-2.50, 6.05, 1.68], [-3.19, 7.96, 0.58], [-2.02, 7.73, -0.70], [-5.73, 6.44, -0.73], [-4.79, 6.30, 0.77], [6.13, 0.58, -0.14], [5.50, 1.97, -0.34], [4.97, 2.70, 0.89], [3.98, 2.00, 1.48], [4.48, 3.89, 0.52], [4.55, 1.90, -1.29], [6.50, 2.76, -0.84], [5.33, -0.56, -0.42], [4.49, -1.11, 0.52], [3.02, -1.04, 0.11], [2.65, 0.23, -0.10], [2.26, -1.56, 1.10], [4.71, -0.58, 1.74], [4.82, -2.43, 0.61], [6.92, 0.52, -0.89], [6.63, 0.50, 0.82], [5.77, 2.86, 1.62], [2.86, -1.61, -0.81], [2.89, -7.72, 0.72], [2.88, -7.82, -0.81], [3.89, -8.75, -1.48], [5.16, -8.37, -1.23], [3.71, -8.71, -2.82], [2.96, -6.58, -1.35], [1.65, -8.31, -1.15], [3.56, -6.62, 1.32], [4.91, -6.65, 1.59], [5.67, -5.58, 0.79], [5.49, -5.75, -0.53], [6.99, -5.68, 1.05], [5.43, -7.88, 1.41], [5.06, -6.34, 2.90], [1.85, -7.57, 1.00], [3.19, -8.66, 1.18], [3.75, -9.78, -1.14], [5.32, -4.58, 1.07], [-6.07, 0.80, -0.59], [-7.36, 0.45, -1.36], [-8.55, -0.07, -0.55], [-8.26, -1.23, 0.08], [-9.58, -0.31, -1.40], [-7.07, -0.41, -2.37], [-7.79, 1.61, -1.94], [-5.02, -0.15, -0.58], [-4.97, -1.17, 0.34], [-5.07, -2.54, -0.32], [-6.21, -2.67, -1.03], [-5.06, -3.50, 0.64], [-5.89, -1.02, 1.32], [-3.76, -1.11, 0.94], [-5.64, 1.64, -1.13], [-6.29, 1.18, 0.41], [-8.87, 0.67, 0.18], [-4.22, -2.70, -0.99]],
  "mulliken_charge": [-0.704, -0.231, 0.296, -0.693, -0.646, -0.435, -0.705, 0.992, -0.284, -0.284, -0.303, 0.153, 0.216, 0.328, -0.347, -0.326, 0.289, 0.302, 0.263, 0.403, 0.365, 0.374, -0.755, 0.886, 0.137, -0.228, -0.227, -0.257, -0.339, -0.404, 0.738, 0.210, -0.200, -0.254, -0.290, -0.307, 0.397, 0.329, 0.281, 0.233, -0.725, 0.899, 0.071, -0.213, -0.268, -0.257, -0.334, -0.366, 0.756, 0.596, -0.226, -0.285, -0.299, -0.301, 0.399, 0.323, 0.282, -0.002, -0.541, 0.910, 0.073, -0.227, -0.273, -0.290, -0.315, -0.399, 0.785, 0.190, -0.222, -0.266, -0.295, -0.292, 0.207, 0.411, 0.284, 0.237]
}

=====

No. 2
{
  "formula": "C21H23F3N2O4S",
  "method": "ωB97M-V/def2-TZVPD",
  "e_tot_ha": -1922.32544,
  "e_lumo_ev": 0.11,
  "e_above_lowest_kj_mol": 8.8,
  "spin_multiplicity": 1,
  "homo_lumo_gap_ev": 7.95,
  "smiles": "CCOC(=O)c1ccc(N2CCCCC2)c(NS(=O)(=O)c2cccc(C(F)(F)F)c2)c1",
  "e_homo_ev": -7.84,
  "symbols": ["C", "C", "O", "C", "O", "C", "C", "C", "C", "N", "C", "C", "C", "C", "C", "C", "N", "S", "O", "O", "C", "C", "C", "C", "C", "C", "F", "F", "F", "C", "C", "H", "H", "H", "H", "H", "H", "H", "H", "H", "H", "H", "H", "H", "H", "H", "H", "H", "H", "H", "H", "H", "H", "H"],
  "coordinates": [[3.50, 1.01, -5.24], [2.98, -0.24, -4.54], [2.40, 0.12, -3.29], [2.64, -0.69, -2.24], [3.28, -1.70, -2.32], [2.00, -0.20, -1.01], [2.06, -0.97, 0.15], [1.45, -0.55, 1.31], [0.72, 0.65, 1.37], [0.08, 1.04, 2.51], [0.01, 2.41, 2.95], [0.99, 2.63, 4.11], [0.69, 1.68, 5.26], [0.72, 0.24, 4.75], [-0.25, 0.11, 3.57], [0.62, 1.40, 0.17], [-0.27, 2.51, 0.09], [-1.90, 2.08, 0.01], [-2.52, 3.07, -0.82], [-2.42, 1.86, 1.32], [-1.81, 0.50, -0.84], [-1.65, 0.46, -2.21], [-1.38, -0.75, -2.83], [-1.26, -1.90, -2.07], [-1.43, -1.84, -0.70], [-1.33, -3.09, 0.14], [-0.57, -4.04, -0.43], [-2.53, -3.65, 0.35], [-0.81, -2.85, 1.35], [-1.72, -0.64, -0.07], [1.27, 0.99, -0.97], [3.92, 0.74, -6.20], [2.69, 1.72, -5.39], [4.26, 1.49, -4.63], [3.79, -0.96, -4.36], [2.21, -0.73, -5.15], [2.62, -1.89, 0.13], [1.55, -1.16, 2.19], [0.24, 3.08, 2.13], [-1.01, 2.62, 3.28], [0.92, 3.67, 4.45], [2.01, 2.46, 3.75], [1.42, 1.81, 6.06], [-0.30, 1.90, 5.66], [0.42, -0.45, 5.54], [1.73, -0.02, 4.43], [-0.27, -0.91, 3.18], [-1.26, 0.37, 3.90], [-0.07, 3.10, -0.70], [-1.74, 1.38, -2.78], [-1.25, -0.79, -3.90], [-1.02, -2.84, -2.55], [-1.87, -0.57, 0.99], [1.18, 1.58, -1.87]],
  "mulliken_charge": [-1.177, -0.311, -0.212, 0.301, -0.667, 0.067, -1.470, -0.092, -0.029, 0.944, -1.052, -0.680, -0.780, -0.738, -0.933, 0.051, -0.117, 1.318, -0.781, -0.644, -0.078, -0.593, -0.671, -0.644, 0.329, 0.787, -0.294, -0.294, -0.183, -0.329, -0.403, 0.401, 0.284, 0.317, 0.352, 0.270, 0.473, 0.466, 0.527, 0.394, 0.378, 0.285, 0.390, 0.301, 0.430, 0.251, 0.407, 0.478, 0.550, 0.528, 0.478, 0.461, 0.523, 0.433]
}

=====

No. 3
{
  "formula": "C21H23FN4O2",
  "method": "ωB97M-V/def2-TZVPD",
  "e_tot_ha": -1283.44333,
  "e_lumo_ev": 0.56,
  "e_above_lowest_kj_mol": 0.0,
  "spin_multiplicity": 1,
  "homo_lumo_gap_ev": 8.58,
  "smiles": "O=C([C@@H]1CCC(=O)N1Cc1cccnc1)N1CCN(c2ccc(F)cc2)CC1",
  "e_homo_ev": -8.03,
  "symbols": ["O", "C", "C", "C", "C", "C", "O", "N", "C", "C", "C", "C", "C", "N", "C", "N", "C", "C", "N", "C", "C", "C", "C", "F", "C", "C", "C", "C", "H", "H", "H", "H", "H", "H", "H", "H", "H", "H", "H", "H", "H", "H", "H", "H", "H", "H", "H", "H", "H", "H", "H"],
  "coordinates": [[-1.90, -0.54, 2.91], [-1.70, -0.67, 1.71], [-2.71, -1.48, 0.89], [-2.15, -2.79, 0.31], [-2.69, -2.86, -1.12], [-3.28, -1.49, -1.40], [-3.72, -1.09, -2.45], [-3.25, -0.77, -0.25], [-3.91, 0.51, -0.11], [-2.95, 1.65, -0.34], [-2.57, 1.99, -1.63], [-1.64, 3.01, -1.81], [-1.12, 3.62, -0.69], [-1.47, 3.30, 0.54], [-2.37, 2.35, 0.71], [-0.62, -0.13, 1.11], [-0.21, -0.22, -0.27], [1.17, -0.88, -0.37], [2.11, -0.12, 0.42], [3.47, -0.13, 0.10], [4.02, -1.04, -0.80], [5.36, -0.99, -1.14], [6.16, -0.01, -0.58], [7.47, 0.04, -0.90], [5.65, 0.91, 0.32], [4.31, 0.85, 0.64], [1.70, -0.04, 1.80], [0.33, 0.62, 1.90], [-3.53, -1.68, 1.60], [-1.06, -2.79, 0.32], [-2.48, -3.64, 0.91], [-3.48, -3.59, -1.23], [-1.92, -3.09, -1.86], [-4.34, 0.57, 0.89], [-4.70, 0.55, -0.86], [-2.99, 1.47, -2.48], [-1.33, 3.31, -2.80], [-0.38, 4.41, -0.77], [-2.63, 2.13, 1.74], [-0.93, -0.76, -0.87], [-0.12, 0.80, -0.67], [1.48, -0.87, -1.42], [1.11, -1.93, -0.03], [3.41, -1.82, -1.23], [5.78, -1.70, -1.83], [6.29, 1.67, 0.74], [3.90, 1.59, 1.32], [2.43, 0.52, 2.38], [1.64, -1.06, 2.23], [-0.02, 0.63, 2.94], [0.38, 1.65, 1.53]],
  "mulliken_charge": [-0.700, 0.508, -0.229, -0.476, -0.560, 0.552, -0.671, 0.135, -1.813, 0.812, -0.189, -0.641, -0.345, -0.674, -0.248, 0.602, -0.238, -1.484, 0.341, 0.283, -0.161, -0.834, 0.316, -0.334, -0.721, -0.222, -0.992, -0.953, 0.637, -0.003, 0.428, 0.336, 0.288, 0.460, 0.616, 0.500, 0.422, 0.383, 0.534, 0.189, 0.044, 0.572, 0.354, 0.383, 0.414, 0.421, 0.401, 0.583, 0.225, 0.510, 0.241]
}

=====

No. 4
{
  "formula": "C21H23GeNPtS3Sb",
  "method": "ωB97M-V/def2-TZVPD",
  "e_tot_ha": -4499.75151,
  "e_lumo_ev": [-2.63, -2.79],
  "e_above_lowest_kj_mol": 245.0,
  "spin_multiplicity": 2,
  "homo_lumo_gap_ev": [5.51, 5.34],
  "e_homo_ev": [-8.14, -8.13],
  "symbols": ["Pt", "S", "Sb", "S", "S", "Ge", "C", "C", "C", "C", "C", "C", "C", "C", "C", "C", "C", "C", "H", "H", "H", "H", "H", "H", "H", "H", "H", "H", "H", "C", "N", "C", "C", "C", "C", "C", "C", "C", "C", "H", "H", "H", "H", "H", "H", "H", "H", "H", "H", "H", "H"],
  "coordinates": [[1.18, 0.05, 0.11], [5.39, 1.23, 0.51], [3.50, 2.57, 0.90], [2.08, 1.08, 2.23], [2.09, 1.95, -1.00], [-1.02, 0.92, 0.30], [-1.43, 2.65, 1.15], [-1.97, 2.62, 2.43], [-2.43, 3.77, 3.04], [-2.33, 4.98, 2.37], [-1.79, 5.03, 1.09], [-1.34, 3.87, 0.49], [-1.83, 1.02, -1.50], [-3.21, 1.15, -1.56], [-3.85, 1.35, -2.76], [-3.10, 1.43, -3.93], [-1.72, 1.30, -3.89], [-1.09, 1.09, -2.68], [-1.90, -0.03, 1.13], [-2.05, 1.66, 2.93], [-2.86, 3.73, 4.03], [-2.68, 5.88, 2.84], [-1.73, 5.97, 0.57], [-0.93, 3.90, -0.51], [-3.77, 1.12, -0.63], [-4.92, 1.45, -2.79], [-3.60, 1.61, -4.87], [-1.14, 1.37, -4.79], [-0.01, 0.99, -2.63], [3.72, -3.89, 0.04], [3.54, -2.56, 0.55], [3.65, -1.48, -0.36], [2.56, -2.43, 1.60], [1.19, -2.76, 1.06], [0.70, -4.06, 1.21], [-0.47, -4.46, 0.58], [-1.15, -3.57, -0.23], [-0.68, -2.27, -0.38], [0.47, -1.85, 0.28], [4.62, -3.93, -0.58], [2.87, -4.24, -0.56], [3.85, -4.58, 0.88], [3.98, -1.81, -1.34], [4.36, -0.72, 0.02], [2.65, -0.93, -0.49], [2.61, -1.40, 1.99], [2.83, -3.11, 2.41], [1.24, -4.76, 1.82], [-0.83, -5.46, 0.71], [-2.04, -3.87, -0.75], [-1.24, -1.59, -1.01]],
  "lowdin_spin": [0.010, 0.720, 0.040, 0.052, 0.084, -0.006, -0.001, 0.000, 0.000, 0.000, 0.000, 0.000, -0.002, 0.000, 0.000, 0.000, 0.000, 0.001, -0.001, 0.000, 0.000, 0.000, 0.000, 0.000, 0.000, 0.000, 0.000, 0.000, 0.001, 0.003, 0.022, 0.044, 0.002, 0.005, 0.000, 0.005, -0.002, -0.001, -0.009, 0.000, 0.001, 0.000, 0.001, 0.030, 0.001, 0.001, 0.000, 0.000, 0.000, 0.000, -0.001]
}

=====

No. 5
{
  "formula": "C21H23IN5O2S4SbW",
  "method": "ωB97M-V/def2-TZVPD",
  "e_tot_ha": -3436.03652,
  "e_lumo_ev": 3.54,
  "e_above_lowest_kj_mol": 326.1,
  "spin_multiplicity": 1,
  "homo_lumo_gap_ev": 3.96,
  "total_charge": -2,
  "e_homo_ev": -0.42,
  "symbols": ["W", "C", "C", "C", "C", "N", "C", "C", "C", "C", "C", "C", "N", "H", "H", "H", "H", "H", "H", "H", "H", "S", "Sb", "S", "S", "S", "C", "C", "C", "C", "C", "N", "H", "H", "H", "H", "H", "H", "H", "H", "H", "C", "H", "H", "I", "C", "C", "C", "C", "C", "N", "H", "H", "H", "H", "O", "N", "O"],
  "coordinates": [[-0.70, 0.42, 0.05], [0.93, -3.72, -1.18], [1.94, -3.47, -2.08], [2.18, -2.15, -2.47], [1.41, -1.15, -1.91], [0.46, -1.38, -0.98], [0.21, -2.65, -0.67], [1.50, 0.25, -2.38], [2.33, 0.66, -3.42], [2.24, 1.96, -3.86], [1.33, 2.82, -3.27], [0.55, 2.34, -2.23], [0.66, 1.09, -1.77], [0.61, -4.72, -0.92], [2.52, -4.27, -2.52], [2.93, -1.92, -3.21], [-0.58, -2.82, 0.05], [3.00, -0.04, -3.90], [2.88, 2.30, -4.68], [1.21, 3.84, -3.59], [-0.17, 2.95, -1.71], [-1.48, -5.85, -1.66], [-3.24, -4.62, -0.63], [-2.61, -2.14, -1.48], [-2.42, -1.28, 0.44], [-5.20, -5.02, -1.79], [1.87, -1.83, 4.58], [0.81, -2.58, 3.77], [-0.50, -2.70, 4.56], [1.31, -3.96, 3.33], [0.51, -1.80, 2.56], [0.28, -1.17, 1.64], [2.07, -2.39, 5.49], [1.52, -0.84, 4.85], [2.80, -1.73, 4.02], [-0.30, -3.22, 5.50], [-1.25, -3.26, 3.99], [-0.91, -1.71, 4.77], [1.52, -4.56, 4.22], [2.22, -3.88, 2.74], [0.56, -4.48, 2.73], [1.34, 1.08, 0.84], [2.07, 0.49, 0.29], [1.38, 0.82, 1.90], [-1.61, 0.95, 2.77], [1.29, 3.39, 1.64], [1.77, 4.71, 1.38], [2.63, 5.05, 0.37], [3.13, 4.03, -0.45], [2.69, 2.76, -0.22], [1.78, 2.48, 0.75], [1.41, 5.49, 2.05], [2.93, 6.08, 0.21], [3.85, 4.22, -1.24], [3.05, 1.92, -0.81], [-1.85, 0.95, -1.50], [-2.23, 1.60, -0.37], [-1.06, 2.35, -0.03]],
  "mulliken_charge": [1.269, -1.649, -0.739, -1.084, 0.438, 0.300, 0.031, 0.918, -0.931, -0.596, -0.969, -0.253, 0.352, 0.539, 0.406, 0.342, 0.802, 0.378, 0.425, 0.417, 0.557, -0.791, 0.306, -0.262, 0.019, -0.816, -1.714, 2.202, -1.592, -1.656, -0.685, -0.005, 0.435, 0.377, 0.360, 0.414, 0.400, 0.326, 0.408, 0.354, 0.424, -1.584, 0.603, 0.475, -0.157, -0.617, -0.302, -0.312, -0.736, -0.024, 0.605, 0.338, 0.366, 0.410, 0.435, -0.373, -0.224, -0.360]
}

=====

No. 6
{
  "formula": "C21H23MnNO3",
  "method": "ωB97M-V/def2-TZVPD",
  "e_tot_ha": -2245.57786,
  "e_lumo_ev": [-0.16, -0.19],
  "e_above_lowest_kj_mol": 10.2,
  "spin_multiplicity": 6,
  "homo_lumo_gap_ev": [7.88, 8.46],
  "e_homo_ev": [-8.03, -8.66],
  "symbols": ["Mn", "C", "C", "C", "C", "C", "C", "C", "C", "C", "C", "H", "H", "H", "H", "H", "H", "H", "H", "H", "H", "H", "H", "H", "H", "O", "C", "O", "C", "C", "C", "C", "C", "C", "C", "C", "C", "N", "H", "H", "H", "H", "H", "H", "C", "O", "H", "H", "H"],
  "coordinates": [[0.22, 1.06, -0.23], [3.42, 0.33, 2.72], [2.62, 1.57, 2.35], [3.25, 2.26, 1.14], [1.13, 1.29, 2.17], [0.25, 2.37, 1.98], [-1.12, 2.19, 1.93], [-1.69, 0.92, 2.04], [-3.17, 0.72, 1.95], [-0.82, -0.15, 2.21], [0.56, 0.03, 2.27], [4.45, 0.61, 2.94], [3.44, -0.38, 1.89], [3.01, -0.18, 3.61], [2.67, 2.27, 3.19], [3.30, 1.58, 0.29], [4.26, 2.60, 1.39], [2.68, 3.13, 0.82], [0.66, 3.37, 1.89], [-1.76, 3.05, 1.75], [-3.41, -0.23, 1.46], [-3.64, 1.52, 1.38], [-3.62, 0.71, 2.95], [-1.23, -1.16, 2.26], [1.19, -0.84, 2.40], [-2.78, 2.41, -2.65], [-1.96, 1.82, -1.97], [-1.16, 2.30, -1.10], [-1.92, 0.29, -2.11], [-2.67, -0.34, -3.12], [-2.62, -1.69, -3.24], [-1.82, -2.44, -2.36], [-1.71, -3.85, -2.42], [-0.90, -4.53, -1.56], [-0.15, -3.82, -0.59], [-0.24, -2.46, -0.50], [-1.09, -1.74, -1.38], [-1.17, -0.38, -1.27], [-3.26, 0.29, -3.77], [-3.19, -2.20, -4.01], [-2.28, -4.38, -3.18], [-0.82, -5.61, -1.62], [0.50, -4.37, 0.08], [0.34, -1.91, 0.22], [2.47, 0.80, -2.47], [1.73, 0.73, -1.30], [3.16, 1.65, -2.48], [1.83, 0.90, -3.36], [3.07, -0.10, -2.62]],
  "lowdin_spin": [4.588, 0.000, 0.001, 0.001, 0.010, 0.008, 0.021, 0.023, 0.002, 0.027, 0.014, 0.000, 0.000, 0.000, 0.000, 0.000, 0.000, 0.001, 0.001, 0.001, 0.000, 0.000, 0.001, 0.001, 0.000, 0.011, 0.008, 0.059, 0.007, 0.000, 0.003, 0.001, 0.001, 0.000, 0.001, 0.002, 0.005, 0.033, 0.000, 0.000, 0.000, 0.000, 0.000, 0.001, 0.020, 0.140, 0.003, 0.003, 0.003]
}